(1)
Entry from the Open Molecules 2025 dataset: C23H30IO5W as an isolated structure at a distorted geometry (ωB97M-V/def2-TZVPD).

- total charge = -1
- DFT total energy (eV) = -44497.8659
- E_LUMO (spin up / spin down) (eV) = 2.4 / 2.4
- highest occupied orbital energy (spin up / spin down) (eV) = -1.172 / -1.253
- expectation value of S² = 2.02
- spin multiplicity = 3

Structure (XYZ):
```
60
Properties=species:S:1:pos:R:3:forces:R:3
C 0.354191 -0.366292 -2.995330 0.2 0.0 -1.6
C 0.096210 -1.031051 -1.682006 -0.4 -0.3 1.8
C -0.040028 1.116648 -2.864414 -0.3 0.2 -0.3
C -0.906135 1.243390 -1.587395 -0.8 -0.9 -0.6
H -0.635403 1.413071 -3.738147 0.4 -0.1 0.1
H 0.846152 1.772945 -2.818249 -0.4 -0.4 0.1
C -1.105661 -0.244455 -1.042439 0.8 -0.5 -0.5
H 0.975347 -0.911411 -1.021874 -0.3 0.0 -0.3
H -0.091992 -2.123566 -1.795099 0.1 0.8 0.2
C -1.283697 -0.483845 0.480273 0.6 0.1 1.8
H -2.030698 -0.692782 -1.532229 0.8 0.7 0.6
H -1.927523 1.571161 -1.817059 0.1 0.0 -0.4
C -0.360597 2.269206 -0.721287 -0.6 -1.6 2.4
C 1.795503 -0.543906 -3.445965 -1.2 0.1 -0.4
C -0.410641 -0.994548 -4.158371 -0.5 -0.1 0.4
O -0.937463 -0.407224 -5.060281 -0.3 0.3 -0.2
O 2.723755 -0.619631 -2.719272 1.5 0.0 0.9
O 1.892785 -0.638724 -4.786665 0.3 0.1 0.0
O -0.410796 -2.337029 -4.099617 0.0 -0.1 -0.2
C -1.006477 -2.921070 -5.260406 0.0 -0.2 0.0
H -0.890704 -3.996930 -5.133652 -0.1 0.1 -0.1
H -0.488660 -2.568760 -6.158763 -0.1 -0.1 0.1
H -2.063724 -2.637728 -5.319664 0.2 -0.1 -0.1
C 3.222822 -0.850721 -5.251618 0.1 -0.2 -0.2
H 3.892379 -0.086968 -4.855363 0.0 -0.1 -0.1
H 3.157138 -0.798488 -6.339679 0.1 0.0 0.2
H 3.574000 -1.841496 -4.931801 0.0 0.3 -0.1
O -0.510232 0.176087 1.475853 -1.7 1.6 -7.7
H -0.998789 -1.513682 0.705175 -0.7 -0.9 -0.6
H -2.355869 -0.335344 0.703789 0.2 -0.1 -0.1
C -1.313959 2.963296 0.162308 -0.5 1.4 0.1
C 1.050532 2.272722 -0.344424 1.3 0.9 -0.4
H 1.389883 3.084522 -1.007542 1.1 0.0 0.1
H 1.648155 1.374524 -0.580037 -0.4 0.2 0.0
H 1.287105 2.603539 0.680186 -0.5 -0.3 -0.3
H -0.934647 3.312420 1.147243 -0.1 -0.4 -0.8
H -2.296966 2.475341 0.329041 0.6 0.0 -0.2
H -1.487524 3.861782 -0.456708 -0.7 0.4 0.5
W -0.269854 0.341071 3.309072 1.0 -0.3 4.5
C -1.996008 0.495800 5.148091 0.6 -0.1 0.4
C -2.703780 0.469452 3.908227 -0.3 -0.4 -0.5
C -2.431729 -0.767640 3.274202 -0.7 -0.5 0.5
H -3.428484 1.218723 3.560460 0.7 -0.3 0.1
C -1.522206 -1.502416 4.088882 -0.7 -0.8 0.6
C -1.257341 -0.709191 5.255658 -0.9 -1.2 0.5
H -0.740304 -1.062894 6.162889 -0.1 0.4 -0.8
H -2.099066 1.249801 5.939689 0.3 -0.3 -0.7
H -2.962625 -1.170425 2.397089 0.7 0.5 0.5
H -1.219547 -2.544611 3.927127 -0.1 0.7 0.0
C 1.991095 1.020532 3.958864 0.2 -1.6 -0.5
C 1.657534 0.010005 4.908202 0.9 -0.5 -0.8
C 1.416147 -1.210521 4.220227 1.4 0.5 -0.2
H 1.706773 0.136497 5.977984 -0.3 0.1 0.1
C 1.530384 -0.963042 2.798875 0.0 0.6 0.7
C 1.906340 0.442822 2.629448 -0.2 -0.6 1.5
H 2.216652 0.904057 1.706436 -0.2 0.1 0.1
H 2.397037 1.995934 4.172509 -0.5 0.0 0.1
H 1.282392 -2.181456 4.656333 -0.3 -0.1 0.2
H 1.499110 -1.694528 2.003172 -0.1 0.0 0.1
I -0.390311 2.957023 3.838052 -0.4 2.8 -0.5
```
Forces are in eV/Å.

(2)
Entry from the Open Molecules 2025 dataset: C32H66B2HgN6O22 as an isolated structure at a distorted geometry (ωB97M-V/def2-TZVPD).

- total charge = 0
- DFT total energy (eV) = -93776.3899
- E_LUMO (eV) = -0.2
- highest occupied orbital energy (eV) = -9.582
- spin multiplicity = 1

Structure (XYZ):
```
129
Properties=species:S:1:pos:R:3:forces:R:3
Hg -0.598058 0.194597 -0.334581 -0.3 -0.5 -0.8
O 4.681847 2.930443 3.545670 0.2 -0.3 -0.3
C 4.709119 2.481021 2.443631 -1.2 0.7 -0.6
O 3.926923 2.926584 1.408056 0.1 1.0 1.5
B 4.106078 2.125101 0.270755 0.0 -1.1 -0.3
O 5.140598 1.176982 0.588541 0.4 -0.7 0.0
C 5.499163 1.300526 1.862801 -0.2 0.4 -0.1
O 6.276714 0.645047 2.466997 0.5 -0.6 0.3
O 4.389831 2.798733 -1.006729 -1.0 0.1 -0.4
C 3.359253 2.665460 -1.824266 -0.4 0.3 -1.3
O 3.190127 3.106181 -2.949393 0.6 -0.5 1.8
C 2.296064 1.752815 -1.135828 0.3 0.1 0.0
O 2.751388 1.352889 0.030106 0.2 1.0 -0.8
O 1.233037 1.462519 -1.646152 0.6 0.2 0.2
O 2.647867 -5.476758 2.302521 2.9 -1.4 -0.6
C 1.680866 -4.938570 2.646178 -3.2 1.5 1.0
O 0.560942 -4.827895 1.917235 -0.3 1.4 1.0
B -0.358942 -3.821420 2.618863 0.4 -1.9 -0.4
O 0.144601 -3.695919 3.992831 0.5 -0.3 -0.9
C 1.410252 -4.220048 4.045855 -2.8 -0.2 -3.2
O 2.126799 -4.141671 4.945477 2.2 0.2 2.7
O -1.739723 -4.367175 2.461410 0.4 0.8 0.0
C -2.508145 -3.446390 1.885057 2.2 -0.1 1.7
O -3.661717 -3.499800 1.695645 -2.2 -0.1 -0.8
C -1.623125 -2.213287 1.642132 0.6 -0.8 -0.6
O -0.368715 -2.502447 1.905897 -0.6 -0.1 0.6
O -2.034118 -1.185899 1.183133 -0.3 0.9 -0.1
C 1.632719 1.157175 5.581345 2.2 0.0 -1.2
C 1.740477 0.608152 4.121092 -0.2 -0.2 1.8
C 2.919087 -0.393544 4.191947 -1.2 0.7 -2.6
O 2.920184 -1.070907 2.876652 1.1 0.1 1.6
C 4.065024 -1.967907 2.872785 -0.3 1.3 -1.1
N 0.531454 -0.097733 3.750570 -0.8 -0.8 -0.1
H 1.095661 2.097289 5.662858 -0.1 -0.1 0.2
H 2.733214 1.303002 5.788588 -1.2 0.5 0.4
H 1.327691 0.387054 6.283496 -0.5 0.0 0.0
H 1.822623 1.463239 3.427807 0.8 -0.4 0.2
H 2.686242 -1.086394 4.992387 0.2 -0.4 0.1
H 3.877403 0.102502 4.336342 0.1 0.0 0.1
H 4.148705 -2.374806 1.862575 0.0 0.0 0.1
H 3.867503 -2.757457 3.557145 0.2 -0.7 0.8
H 4.980506 -1.376666 3.079145 -0.4 -0.6 0.1
H 0.125303 -0.571024 4.568419 0.3 0.1 -0.6
H 0.774679 -0.821021 3.058643 -0.2 0.2 0.6
C -0.411108 3.345237 2.917196 0.7 -1.4 0.7
C -0.989915 2.609809 1.727932 0.7 -0.7 0.9
C -1.003228 3.523054 0.579934 -1.6 1.1 -1.1
O -1.484746 2.800917 -0.552366 0.9 0.7 0.1
C -1.064808 3.543423 -1.665562 -1.2 -0.1 -1.2
N -0.246452 1.332884 1.425326 1.2 0.6 0.5
H 0.567996 3.696764 2.623471 0.5 0.2 0.2
H -0.306631 2.672593 3.801020 -0.1 0.5 -0.6
H -1.001032 4.186598 3.203861 -0.6 0.6 0.1
H -1.987899 2.287691 1.940091 -0.8 -0.2 0.0
H -0.056391 4.049999 0.362741 0.1 -0.7 0.2
H -1.735248 4.367282 0.732036 0.6 -0.6 0.3
H -1.551690 4.515511 -1.751538 -0.5 0.0 0.0
H -1.209873 2.959098 -2.561765 -0.4 -0.1 -0.3
H -0.044120 3.772772 -1.636911 1.8 0.1 0.2
H -0.369715 0.704626 2.234346 0.0 0.1 0.2
H 0.800893 1.448511 1.393902 -1.2 0.4 0.1
C 3.211608 -2.858356 -1.133689 0.6 0.8 0.0
C 1.818933 -2.307465 -1.085365 -1.0 1.0 -0.2
C 0.915605 -3.505728 -1.077339 -0.5 -0.9 0.5
O -0.501027 -3.328916 -1.109341 0.2 0.6 0.1
C -1.153548 -4.608401 -1.103407 1.5 0.1 0.1
N 1.579420 -1.352635 0.023749 0.3 0.9 0.0
H 3.240946 -3.724659 -1.755553 0.2 -0.6 -0.6
H 3.511832 -3.167689 -0.145190 0.2 -0.1 0.4
H 3.917047 -2.112873 -1.521948 0.0 -0.2 0.2
H 1.602658 -1.739827 -1.981428 0.3 0.2 -0.3
H 1.172206 -3.975565 -0.144499 -0.1 -0.8 0.6
H 1.163914 -4.224960 -1.874054 0.3 0.4 0.0
H -1.356019 -4.897688 -2.131608 0.0 -0.3 -0.1
H -2.062425 -4.509840 -0.559166 -0.8 0.0 0.4
H -0.496433 -5.349963 -0.590485 -0.6 0.4 -0.4
H 1.676023 -1.713002 0.977995 0.0 -0.3 -0.5
H 2.260230 -0.562867 -0.030658 -0.6 -1.1 0.0
C -6.435461 4.850695 0.313092 0.1 -1.0 0.7
C -5.450526 3.675837 0.468756 0.5 -0.2 -0.9
C -5.771134 2.793633 1.694577 0.4 0.8 0.9
O -4.621294 2.005572 1.993774 -0.4 -0.3 -0.5
C -4.794730 0.988300 2.961253 0.7 0.4 1.4
N -5.370256 2.895065 -0.788023 -0.8 -1.1 0.3
H -6.407660 5.214852 -0.708827 -0.2 0.0 0.0
H -6.077053 5.608266 0.995335 -0.2 0.5 0.1
H -7.449516 4.546680 0.632432 0.3 0.3 -0.4
H -4.432620 4.124039 0.505468 -0.5 -0.3 0.7
H -6.686183 2.183878 1.535034 0.5 0.0 -0.3
H -5.994100 3.399826 2.606254 0.0 0.0 -0.6
H -5.830228 0.753898 3.199889 -0.3 -0.2 -0.6
H -4.399683 1.331564 3.963246 0.0 -0.3 -0.9
H -4.238788 0.089422 2.650588 -0.3 0.3 0.1
H -6.221293 2.279061 -0.824849 1.2 0.6 -0.2
H -4.538095 2.274213 -0.785139 -0.8 0.5 0.2
C -1.758274 -1.491767 -4.389210 0.2 0.0 -0.5
C -2.026967 -0.648163 -3.132517 -1.2 -1.6 0.0
C -3.157537 -1.307168 -2.223166 0.9 2.1 0.6
O -3.438729 -0.269456 -1.251973 -0.3 -0.8 -0.2
C -4.551977 -0.725236 -0.470853 0.8 1.8 1.7
N -0.725327 -0.542109 -2.396145 -0.8 0.4 -0.1
H -2.684774 -1.747353 -4.910054 -0.1 -0.1 0.3
H -1.224747 -2.444782 -4.125614 -0.4 0.9 -0.3
H -1.188110 -0.922247 -5.157276 0.1 -0.4 0.8
H -2.456100 0.332752 -3.401188 0.6 -0.2 0.3
H -2.890795 -2.207018 -1.666299 0.6 -0.2 -0.2
H -4.125300 -1.499396 -2.682931 0.3 -0.1 -1.0
H -5.504097 -0.569096 -1.011666 0.4 -0.4 0.2
H -4.517925 -0.096738 0.484352 -0.4 -0.7 -1.4
H -4.334962 -1.731387 -0.132759 -0.5 -0.4 -0.1
H -0.335714 -1.477642 -2.400122 0.0 -0.3 0.2
H -0.072839 0.010103 -2.960876 -0.1 0.2 -0.1
C 3.358654 1.319957 -5.910198 -0.5 1.2 0.0
C 2.191863 0.538888 -5.355260 -0.3 0.0 -0.1
C 2.703358 -0.349053 -4.269009 1.2 -1.3 -0.2
O 1.948419 -1.539170 -4.114474 -0.5 0.2 0.3
C 2.413883 -2.754448 -4.692161 0.7 0.9 -0.6
N 1.096885 1.315327 -4.750883 -0.3 0.1 -0.1
H 4.082668 0.696300 -6.381781 0.5 -0.7 -0.4
H 3.850524 1.857604 -5.108779 0.2 0.3 0.2
H 3.032660 2.046968 -6.658336 0.0 0.0 0.1
H 1.823368 -0.114208 -6.167017 -0.3 0.3 0.4
H 2.814983 0.209245 -3.340152 -0.7 -0.1 0.4
H 3.744152 -0.621007 -4.444263 0.2 -0.2 -0.5
H 2.222806 -3.494998 -3.925663 0.1 -0.5 -0.3
H 3.486121 -2.693645 -4.967194 -0.2 -0.1 0.6
H 1.947675 -2.990311 -5.663461 -0.4 0.1 0.5
H 0.679706 1.974538 -5.397056 0.1 -0.1 -0.1
H 1.420664 1.861008 -3.944242 0.1 -0.2 -0.5
```
Forces are in eV/Å.

(3)
Entry from the Open Molecules 2025 dataset: one molecule with the formula C2H3N3O2 at a distorted geometry (ωB97M-V/def2-TZVPD).

- SMILES string = Oc1nncn1O
- total charge = 0
- DFT total energy (eV) = -10684.7190
- E_LUMO (eV) = 0.4
- highest occupied orbital energy (eV) = -9.769
- spin multiplicity = 1

Structure (XYZ):
```
10
Properties=species:S:1:pos:R:3:forces:R:3
C -0.192506 -0.689297 -0.083759 -1.5 1.0 0.4
C 1.329845 0.819937 0.034382 -0.5 2.1 -0.1
H -1.315611 -2.102607 -0.026438 0.1 -3.2 -0.1
H 1.809654 1.749074 0.353182 -0.1 -0.4 -0.8
H -1.842080 0.918840 0.169472 1.0 1.2 -0.5
N 0.873483 -1.337994 -0.094733 3.0 0.2 -1.2
N 1.855873 -0.307200 -0.158079 2.4 -2.9 1.2
N -0.008334 0.648618 -0.006653 -2.5 -0.5 0.2
O -1.412093 -1.194172 0.005016 -1.3 3.0 0.0
O -1.098227 1.494799 -0.192388 -0.6 -0.7 1.0
```
Forces are in eV/Å.

What did the third record say?
Entry from the Open Molecules 2025 dataset: one molecule with the formula C2H3N3O2 at a distorted geometry (ωB97M-V/def2-TZVPD).

- SMILES string = Oc1nncn1O
- total charge = 0
- DFT total energy (eV) = -10684.7190
- E_LUMO (eV) = 0.4
- highest occupied orbital energy (eV) = -9.769
- spin multiplicity = 1

Structure (XYZ):
```
10
Properties=species:S:1:pos:R:3:forces:R:3
C -0.192506 -0.689297 -0.083759 -1.5 1.0 0.4
C 1.329845 0.819937 0.034382 -0.5 2.1 -0.1
H -1.315611 -2.102607 -0.026438 0.1 -3.2 -0.1
H 1.809654 1.749074 0.353182 -0.1 -0.4 -0.8
H -1.842080 0.918840 0.169472 1.0 1.2 -0.5
N 0.873483 -1.337994 -0.094733 3.0 0.2 -1.2
N 1.855873 -0.307200 -0.158079 2.4 -2.9 1.2
N -0.008334 0.648618 -0.006653 -2.5 -0.5 0.2
O -1.412093 -1.194172 0.005016 -1.3 3.0 0.0
O -1.098227 1.494799 -0.192388 -0.6 -0.7 1.0
```
Forces are in eV/Å.

The lowest total charge belongs to which entry?
C23H30IO5W

Among the records above, which one has the highest DFT total energy?
C2H3N3O2